No. 1
10
Properties=species:S:1:pos:R:3:lowdin_charge:R:1 method="wB97M-V/def2-TZVPD" e_homo_ev=-10.06 e_tot_ev=-28326.38154 e_above_lowest_ev=0.246 homo_lumo_gap_ev=9.9 total_charge=0 e_lumo_ev=-0.203 multiplicity=1
C -0.158 -0.548 -0.472 -0.13
C 0.960 0.211 0.777 -1.24
N -1.224 0.383 -0.693 -0.50
O -0.996 1.283 -1.467 0.08
O -2.176 0.226 -0.013 0.09
Cl 0.214 0.743 2.178 0.63
I 2.330 -1.343 1.046 0.84
H 0.310 -0.583 -1.382 0.08
H -0.678 -1.311 0.006 0.09
H 1.419 0.939 0.020 0.06

No. 2
99
Properties=species:S:1:pos:R:3:lowdin_charge:R:1 method="wB97M-V/def2-TZVPD" e_homo_ev="-7.19 / -7.19" e_tot_ev=-68269.91464 e_above_lowest_ev=2.694 homo_lumo_gap_ev="7.2 / 7.2" total_charge=0 e_lumo_ev="0.008 / 0.007" multiplicity=1
Be 1.774 -1.329 2.993 0.21
C -1.967 2.190 2.423 -0.10
C -2.677 1.188 1.891 -0.12
C -2.581 0.604 0.508 -0.20
C -1.222 -0.040 0.136 -0.19
C -0.592 0.843 -1.007 -0.37
C -0.049 1.995 -0.442 -0.12
C -0.830 3.061 0.218 -0.22
C -0.887 3.017 1.776 -0.17
C 1.752 -2.808 2.182 -0.14
H -2.035 2.375 3.510 0.11
H -3.495 0.758 2.492 0.09
H -2.825 1.389 -0.226 0.09
H -3.396 -0.146 0.429 0.11
H -0.557 -0.112 1.052 0.12
H -1.422 -1.084 -0.207 0.10
H 0.183 0.320 -1.588 0.01
H 1.019 2.220 -0.641 0.11
H -1.861 3.076 -0.162 0.10
H -0.409 4.051 -0.072 0.12
H 0.103 2.707 2.166 0.10
H -1.028 4.056 2.112 0.11
H 1.500 -3.607 2.894 0.01
H 2.749 -2.979 1.759 -0.02
H 1.020 -2.896 1.357 0.00
P 2.113 -1.208 -2.469 1.14
P -1.808 0.007 -2.641 1.10
N 3.376 -0.140 -3.079 -0.29
N 2.594 -2.554 -3.636 -0.24
N -1.956 1.385 -3.700 -0.22
N -3.266 -0.814 -3.262 -0.23
C 0.853 -0.442 -3.618 -0.40
C -0.576 -1.027 -3.496 -0.34
C 4.545 0.093 -2.340 -0.15
C 5.391 0.928 -3.075 -0.09
C 4.742 1.194 -4.328 -0.08
C 3.518 0.536 -4.296 -0.16
C 2.569 -3.905 -3.281 -0.16
C 2.820 -4.678 -4.411 -0.11
C 3.033 -3.778 -5.503 -0.09
C 2.850 -2.489 -5.009 -0.15
C -1.747 2.690 -3.222 -0.12
C -1.738 3.560 -4.286 -0.09
C -1.922 2.790 -5.483 -0.09
C -2.072 1.457 -5.107 -0.13
C -4.364 -0.355 -3.998 -0.14
C -5.008 -1.456 -4.556 -0.10
C -4.289 -2.633 -4.150 -0.10
C -3.266 -2.218 -3.325 -0.17
H 1.172 -0.600 -4.662 0.06
H 0.847 0.647 -3.439 0.08
H -0.962 -1.196 -4.523 0.10
H -0.569 -2.016 -2.995 0.07
H 4.664 -0.351 -1.367 0.09
H 6.358 1.308 -2.767 0.09
H 5.118 1.778 -5.162 0.10
H 2.742 0.504 -5.044 0.09
H 2.390 -4.192 -2.256 0.09
H 2.833 -5.758 -4.468 0.09
H 3.292 -4.024 -6.524 0.09
H 2.877 -1.543 -5.525 0.08
H -1.571 2.866 -2.169 0.07
H -1.624 4.643 -4.229 0.10
H -1.924 3.176 -6.499 0.09
H -2.268 0.575 -5.700 0.11
H -4.605 0.704 -4.035 0.11
H -5.892 -1.433 -5.177 0.09
H -4.481 -3.663 -4.441 0.09
H -2.507 -2.772 -2.789 0.09
C 3.141 0.143 3.479 -0.03
C 2.772 0.877 4.776 -0.34
C 2.883 2.394 4.598 -0.05
C 1.442 0.554 5.435 -0.13
C 1.194 1.058 6.720 -0.06
C -0.029 0.882 7.355 -0.09
C -1.117 0.371 6.645 -0.03
C -0.932 -0.119 5.350 -0.12
C -2.064 -0.729 4.526 -0.38
C -1.976 -2.252 4.559 -0.05
C -3.442 -0.213 4.952 -0.09
C 0.375 -0.120 4.788 -0.23
O 0.552 -0.782 3.654 -0.12
H 2.358 0.250 2.687 0.11
H 3.467 -0.894 3.691 0.12
H 4.016 0.641 3.051 0.11
H 3.530 0.584 5.518 0.14
H 2.103 2.760 3.914 0.09
H 2.764 2.913 5.554 0.08
H 3.856 2.674 4.188 0.08
H 1.993 1.583 7.245 0.11
H -0.171 1.169 8.399 0.10
H -2.120 0.341 7.083 0.11
H -1.909 -0.402 3.484 0.10
H -2.062 -2.612 5.592 0.09
H -2.779 -2.690 3.961 0.08
H -1.013 -2.574 4.148 0.07
H -3.466 0.885 4.926 0.08
H -4.204 -0.579 4.253 0.08
H -3.709 -0.554 5.961 0.08

No. 3
21
Properties=species:S:1:pos:R:3:lowdin_charge:R:1 method="wB97M-V/def2-TZVPD" e_homo_ev=-8.73 e_tot_ev=-9402.03001 e_above_lowest_ev=1.577 homo_lumo_gap_ev=9.6 smiles=CN(C)CCN.O total_charge=0 e_lumo_ev=0.874 multiplicity=1
N -1.652 -2.199 -0.610 -0.02
C -1.361 -0.807 -0.233 -0.27
C -0.040 -0.834 0.539 -0.24
N 0.564 0.497 0.726 -0.27
C 1.865 0.329 1.381 -0.12
C -0.327 1.328 1.537 -0.12
H -1.604 -2.289 -1.616 0.06
H -2.580 -2.541 -0.389 0.06
H -2.196 -0.366 0.313 0.10
H -1.187 -0.203 -1.133 0.11
H 0.661 -1.414 -0.047 0.11
H -0.203 -1.331 1.503 0.12
H 1.933 -0.333 2.252 0.08
H 2.543 -0.054 0.609 0.08
H 2.269 1.305 1.634 0.07
H -1.178 1.637 0.921 0.08
H 0.167 2.255 1.817 0.08
H -0.690 0.823 2.448 0.09
H 1.183 1.273 -3.122 0.03
H 1.194 1.398 -4.656 0.03
O 0.640 1.524 -3.874 -0.07

No. 4
21
Properties=species:S:1:pos:R:3:lowdin_charge:R:1 method="wB97M-V/def2-TZVPD" e_homo_ev=-8.66 e_tot_ev=-11990.54473 e_above_lowest_ev=1.927 homo_lumo_gap_ev=9.3 smiles=CNC(CO)CO.O total_charge=0 e_lumo_ev=0.640 multiplicity=1
C -1.747 1.346 -0.184 -0.12
N -1.152 0.124 -0.707 -0.08
C 0.246 -0.088 -0.423 -0.37
C 0.582 -1.551 -0.572 -0.17
O 1.997 -1.786 -0.298 -0.08
C 1.156 0.848 -1.260 -0.23
O 2.493 0.907 -0.829 -0.06
H -2.496 1.115 0.569 0.06
H -2.149 1.988 -0.970 0.08
H -1.020 1.943 0.382 0.08
H -1.343 0.004 -1.691 0.11
H 0.474 0.228 0.602 0.15
H 0.498 -1.871 -1.604 0.12
H -0.028 -2.137 0.113 0.12
H 2.089 -2.134 0.593 0.09
H 0.759 1.849 -1.213 0.11
H 1.082 0.521 -2.314 0.12
H 2.769 0.003 -0.626 0.06
H -1.725 0.072 2.969 0.02
H -1.389 -0.800 4.178 0.04
O -1.095 -0.581 3.284 -0.06

What did the first record say?
10
Properties=species:S:1:pos:R:3:lowdin_charge:R:1 method="wB97M-V/def2-TZVPD" e_homo_ev=-10.06 e_tot_ev=-28326.38154 e_above_lowest_ev=0.246 homo_lumo_gap_ev=9.9 total_charge=0 e_lumo_ev=-0.203 multiplicity=1
C -0.158 -0.548 -0.472 -0.13
C 0.960 0.211 0.777 -1.24
N -1.224 0.383 -0.693 -0.50
O -0.996 1.283 -1.467 0.08
O -2.176 0.226 -0.013 0.09
Cl 0.214 0.743 2.178 0.63
I 2.330 -1.343 1.046 0.84
H 0.310 -0.583 -1.382 0.08
H -0.678 -1.311 0.006 0.09
H 1.419 0.939 0.020 0.06